Record 1
{"formula": "C69H149N7O9", "method": "wB97M-V/def2-TZVPD", "charge": 0, "homo_lumo_gap_ev": 8.1, "energy_ha": -3778.3993, "homo_energy_ha": -0.2823, "relative_energy_kcal_mol": 98.1, "smiles": "CC1(C)CCCC(C)(C)N1O.CC1(C)CCCC(C)(C)N1O.CC1(C)CCCC(C)(C)N1O.CC1(C)CCCC(C)(C)N1O.CC1(C)CCCC(C)(C)N1O.CC1(C)CCCC(C)(C)N1O.CC1(C)CCCC(C)(C)N1O.CC(C)O.CC(C)O", "lumo_ev": 0.44, "symbols": ["C", "C", "C", "C", "C", "C", "C", "C", "C", "N", "O", "H", "H", "H", "H", "H", "H", "H", "H", "H", "H", "H", "H", "H", "H", "H", "H", "H", "H", "H", "C", "C", "C", "C", "C", "C", "C", "C", "C", "N", "O", "H", "H", "H", "H", "H", "H", "H", "H", "H", "H", "H", "H", "H", "H", "H", "H", "H", "H", "H", "C", "C", "C", "C", "C", "C", "C", "C", "C", "N", "O", "H", "H", "H", "H", "H", "H", "H", "H", "H", "H", "H", "H", "H", "H", "H", "H", "H", "H", "H", "C", "C", "C", "C", "C", "C", "C", "C", "C", "N", "O", "H", "H", "H", "H", "H", "H", "H", "H", "H", "H", "H", "H", "H", "H", "H", "H", "H", "H", "H", "C", "C", "C", "C", "C", "C", "C", "C", "C", "N", "O", "H", "H", "H", "H", "H", "H", "H", "H", "H", "H", "H", "H", "H", "H", "H", "H", "H", "H", "H", "C", "C", "C", "C", "C", "C", "C", "C", "C", "N", "O", "H", "H", "H", "H", "H", "H", "H", "H", "H", "H", "H", "H", "H", "H", "H", "H", "H", "H", "H", "C", "C", "C", "C", "C", "C", "C", "C", "C", "N", "O", "H", "H", "H", "H", "H", "H", "H", "H", "H", "H", "H", "H", "H", "H", "H", "H", "H", "H", "H", "C", "C", "C", "O", "H", "H", "H", "H", "H", "H", "H", "H", "C", "C", "C", "O", "H", "H", "H", "H", "H", "H", "H", "H"], "xyz": [[4.887, 0.543, 0.737], [6.190, 0.279, -0.029], [7.235, 1.397, 0.096], [6.876, -1.041, 0.487], [6.309, -2.393, 0.092], [6.019, -2.457, -1.415], [5.235, -1.274, -1.931], [5.367, -1.408, -3.512], [3.731, -1.308, -1.622], [5.884, 0.011, -1.468], [5.736, 1.143, -2.267], [4.209, 1.232, 0.234], [4.240, -0.298, 0.986], [5.116, 0.979, 1.709], [6.979, 2.264, -0.513], [7.423, 1.646, 1.140], [8.208, 1.140, -0.322], [7.814, -1.025, -0.069], [7.078, -0.978, 1.556], [7.067, -3.105, 0.420], [5.418, -2.660, 0.659], [5.430, -3.371, -1.485], [6.922, -2.707, -1.972], [6.388, -1.149, -3.790], [4.729, -0.757, -4.110], [5.132, -2.428, -3.815], [3.646, -1.553, -0.564], [3.190, -2.061, -2.195], [3.326, -0.301, -1.721], [4.835, 1.408, -2.070], [-4.849, -5.341, 6.236], [-4.788, -4.762, 4.852], [-3.961, -5.658, 3.838], [-6.290, -4.752, 4.307], [-6.485, -3.817, 3.153], [-6.054, -2.404, 3.608], [-4.579, -2.353, 4.015], [-3.697, -2.208, 2.696], [-4.415, -1.008, 4.748], [-4.238, -3.404, 4.998], [-2.934, -3.479, 5.508], [-5.358, -4.635, 6.892], [-5.626, -6.105, 6.213], [-3.976, -5.790, 6.710], [-3.729, -5.220, 2.867], [-2.964, -5.723, 4.274], [-4.198, -6.714, 3.707], [-6.616, -5.745, 3.998], [-6.976, -4.550, 5.130], [-5.818, -4.166, 2.364], [-7.529, -3.774, 2.844], [-6.732, -2.220, 4.441], [-6.311, -1.731, 2.790], [-3.714, -3.126, 2.109], [-2.693, -1.962, 3.043], [-3.960, -1.367, 2.054], [-3.374, -0.877, 5.043], [-4.960, -1.012, 5.692], [-4.675, -0.137, 4.146], [-3.082, -3.226, 6.422], [3.683, -6.109, 1.599], [2.426, -5.496, 0.848], [2.945, -4.851, -0.507], [1.509, -6.644, 0.442], [0.575, -7.218, 1.470], [-0.238, -6.044, 1.956], [0.556, -4.932, 2.600], [-0.416, -3.734, 2.684], [1.035, -5.371, 4.007], [1.633, -4.516, 1.662], [2.330, -3.378, 1.917], [4.056, -6.949, 1.012], [4.394, -5.292, 1.724], [3.483, -6.547, 2.577], [3.432, -3.888, -0.353], [3.801, -5.384, -0.920], [2.131, -4.742, -1.223], [1.075, -6.476, -0.544], [2.138, -7.531, 0.366], [0.081, -8.165, 1.252], [1.115, -7.605, 2.334], [-1.029, -6.478, 2.568], [-0.808, -5.605, 1.136], [0.100, -2.845, 3.047], [-1.138, -4.025, 3.447], [-0.891, -3.474, 1.738], [2.106, -5.225, 4.148], [0.832, -6.431, 4.162], [0.407, -4.890, 4.757], [2.860, -3.571, 2.694], [6.028, 5.840, 1.408], [4.463, 6.085, 1.648], [4.100, 7.605, 1.572], [3.570, 5.392, 0.596], [3.521, 3.845, 0.686], [2.990, 3.529, 2.089], [3.778, 4.178, 3.229], [2.817, 3.963, 4.467], [5.044, 3.382, 3.421], [4.037, 5.562, 2.975], [4.583, 6.264, 4.095], [6.278, 6.104, 0.380], [6.631, 6.576, 1.939], [6.468, 4.847, 1.497], [4.533, 8.090, 2.446], [4.236, 7.979, 0.557], [3.028, 7.726, 1.730], [2.531, 5.718, 0.653], [3.942, 5.663, -0.391], [2.808, 3.468, -0.047], [4.486, 3.358, 0.547], [2.961, 2.445, 2.195], [1.959, 3.881, 2.063], [3.386, 4.158, 5.375], [2.558, 2.922, 4.663], [1.927, 4.591, 4.411], [5.725, 3.688, 4.215], [5.684, 3.256, 2.547], [4.933, 2.351, 3.756], [3.840, 6.794, 4.393], [-7.733, 1.748, -1.042], [-6.269, 1.353, -1.207], [-6.060, -0.096, -0.608], [-5.947, 0.981, -2.763], [-5.661, 2.225, -3.616], [-4.641, 3.133, -2.950], [-4.867, 3.452, -1.454], [-3.461, 3.908, -0.924], [-5.796, 4.710, -1.188], [-5.256, 2.253, -0.653], [-5.281, 2.464, 0.726], [-8.010, 1.659, 0.008], [-7.904, 2.761, -1.407], [-8.312, 1.104, -1.704], [-6.548, -0.874, -1.196], [-5.009, -0.374, -0.528], [-6.555, -0.236, 0.353], [-5.094, 0.314, -2.892], [-6.734, 0.375, -3.211], [-5.373, 2.060, -4.655], [-6.586, 2.801, -3.651], [-4.496, 4.009, -3.583], [-3.642, 2.699, -2.973], [-2.749, 3.105, -0.735], [-3.607, 4.410, 0.033], [-3.003, 4.553, -1.674], [-5.373, 5.617, -1.619], [-6.055, 4.784, -0.132], [-6.711, 4.638, -1.775], [-4.502, 2.010, 1.056], [2.629, 5.903, -3.544], [2.123, 4.917, -4.666], [2.110, 5.798, -5.961], [3.133, 3.752, -4.854], [3.049, 2.785, -3.781], [1.649, 2.248, -3.604], [0.489, 3.254, -3.486], [-0.839, 2.546, -3.946], [0.455, 3.578, -1.984], [0.770, 4.397, -4.355], [-0.267, 5.327, -4.448], [1.859, 6.580, -3.173], [2.868, 5.401, -2.606], [3.443, 6.536, -3.896], [1.330, 6.558, -5.911], [3.076, 6.214, -6.248], [1.818, 5.118, -6.761], [3.108, 3.153, -5.764], [4.121, 4.213, -4.873], [3.772, 1.997, -3.989], [3.552, 3.294, -2.959], [1.733, 1.736, -2.646], [1.434, 1.545, -4.410], [-0.787, 2.132, -4.953], [-1.674, 3.246, -3.921], [-1.071, 1.687, -3.316], [-0.198, 4.408, -1.716], [1.423, 4.026, -1.759], [0.150, 2.714, -1.393], [-0.697, 5.045, -5.259], [-0.145, -3.197, -4.967], [-0.562, -2.246, -3.816], [0.624, -1.234, -3.501], [-1.724, -1.323, -4.301], [-3.132, -1.871, -4.260], [-3.482, -2.536, -2.963], [-2.411, -3.534, -2.470], [-2.770, -3.718, -0.959], [-2.493, -4.903, -3.193], [-1.022, -2.947, -2.567], [-0.045, -3.719, -1.935], [0.310, -2.641, -5.787], [0.598, -3.884, -4.561], [-1.058, -3.682, -5.313], [1.604, -1.686, -3.652], [0.590, -0.353, -4.143], [0.740, -1.007, -2.442], [-1.734, -0.403, -3.717], [-1.533, -1.235, -5.370], [-3.804, -1.037, -4.461], [-3.316, -2.500, -5.131], [-4.450, -3.027, -2.861], [-3.488, -1.753, -2.205], [-2.290, -4.575, -0.486], [-3.826, -3.988, -0.943], [-2.808, -2.907, -0.232], [-2.495, -4.783, -4.277], [-3.370, -5.514, -2.982], [-1.538, -5.394, -3.008], [0.367, -3.101, -1.328], [-2.130, 2.604, 4.350], [-2.371, 3.149, 2.871], [-1.196, 3.969, 2.296], [-2.441, 1.971, 2.004], [-1.515, 1.705, 4.383], [-3.099, 2.285, 4.734], [-1.604, 3.334, 4.965], [-3.315, 3.678, 2.736], [-1.333, 4.252, 1.252], [-0.328, 3.310, 2.279], [-1.092, 4.886, 2.877], [-2.527, 2.293, 1.103], [1.198, 0.458, 0.606], [0.006, -0.561, 0.672], [-1.188, -0.080, -0.145], [0.474, -1.789, 0.142], [0.856, 1.447, 0.911], [1.642, 0.513, -0.388], [1.970, 0.252, 1.348], [-0.311, -0.847, 1.675], [-0.871, -0.110, -1.187], [-1.472, 0.965, -0.018], [-2.065, -0.691, 0.068], [0.984, -2.292, 0.782]], "mulliken_charge": [-0.4283, 1.6374, -2.0303, -1.3997, 0.0236, -1.2674, 1.5589, -2.1740, 0.0330, 0.4202, -0.4738, -0.4408, -0.0212, 0.5588, 0.2898, 0.3956, 0.4662, 0.4053, 0.4074, 0.6046, -0.2963, 0.1952, 0.4642, 0.5301, 0.1350, 0.4555, -0.6850, 0.6677, -0.3576, 0.2644, -1.9894, 1.8016, -1.6512, -1.5465, -0.4461, -1.1060, 1.6210, -0.8994, -2.2520, 0.3014, -0.4330, 0.5215, 0.4402, 0.3051, 0.1862, 0.3157, 0.5266, 0.4507, 0.4915, 0.2178, 0.4178, 0.4402, 0.0806, 0.1587, 0.3606, 0.1640, 0.4569, 0.5501, 0.2669, 0.3542, -1.9238, 1.2550, -0.8689, -1.3340, -1.1033, -0.4583, 2.2167, -1.2726, -1.7552, 0.9060, -0.4528, 0.4863, 0.2974, 0.3982, -0.3822, 0.6782, 0.0457, 0.4166, 0.3883, 0.5393, 0.3326, 0.1922, -0.5859, 0.2772, 0.4879, -0.5321, 0.1998, 0.3885, 0.4458, 0.3630, -1.6012, 1.8534, -2.0121, -1.6150, 1.0558, -1.2122, 2.1673, -2.0888, -1.7602, 0.5431, -0.5493, 0.4067, 0.4001, 0.2099, 0.4840, 0.3478, 0.4172, 0.4280, 0.4465, -0.6191, -0.2687, 0.5003, -0.0272, 0.4749, 0.3498, 0.3759, 0.4314, 0.0022, 0.4920, 0.3384, -1.7024, 1.2683, -1.5655, -0.3267, -1.4624, -0.1760, 1.3496, -1.3881, -1.8896, 1.3222, -0.5372, 0.3620, 0.3275, 0.3800, 0.4776, 0.0070, 0.3553, -0.5424, 0.6065, 0.5460, 0.3883, 0.5832, -0.5603, -0.4068, 0.6504, 0.4686, 0.3914, 0.3859, 0.4613, 0.1956, -1.3271, 1.3471, -2.0796, -1.9172, 0.2236, 0.1751, 2.0794, -1.2208, -0.6337, 0.5602, -0.5105, 0.3251, -0.1719, 0.4824, 0.3802, 0.4036, 0.4722, 0.3131, 0.5676, 0.4145, -0.4580, -0.6932, 0.4273, 0.3867, 0.8274, -0.5852, 0.2714, -0.1035, -0.0799, 0.3473, -1.8949, 1.5235, -1.3687, -0.5742, -1.3031, -0.8462, 2.0217, -2.0162, -1.7557, 0.4304, -0.0094, 0.4496, 0.3090, 0.4027, 0.7170, 0.2441, -0.2286, -0.5022, 0.6803, 0.5960, 0.5549, 0.6884, -0.3616, 0.1160, 0.6790, 0.0649, 0.4030, 0.3892, 0.2706, -0.3425, -1.5307, 0.7196, -1.2391, 0.4512, 0.2354, 0.3697, 0.4146, 0.4341, 0.1591, 0.1229, 0.6498, -0.7109, -0.1859, 0.7721, 0.5671, 2.3575, -0.1279, -0.7250, 0.4783, 0.5966, -0.7431, -0.6978, -0.6057, -0.9527]}

Record 2
{"formula": "C5H14N2", "method": "wB97M-V/def2-TZVPD", "charge": 0, "homo_lumo_gap_ev": 9.9, "energy_ha": -308.3987, "homo_energy_ha": -0.3252, "relative_energy_kcal_mol": 15.3, "smiles": "C[C@@H](N)CCCN", "lumo_ev": 1.10, "symbols": ["C", "C", "N", "C", "C", "C", "N", "H", "H", "H", "H", "H", "H", "H", "H", "H", "H", "H", "H", "H", "H"], "xyz": [[-0.765, 2.020, 0.115], [-0.386, 0.753, 0.867], [-0.599, 0.897, 2.295], [-0.858, -0.573, 0.221], [-0.421, -0.745, -1.222], [1.104, -0.643, -1.465], [1.955, -1.659, -0.876], [-0.871, 2.808, 0.861], [-1.751, 1.921, -0.338], [-0.099, 2.324, -0.688], [0.708, 0.644, 0.813], [-1.551, 1.099, 2.566], [-0.194, 0.180, 2.873], [-1.951, -0.585, 0.315], [-0.416, -1.371, 0.821], [-0.744, -1.687, -1.653], [-0.813, 0.039, -1.879], [1.437, 0.342, -1.126], [1.220, -0.577, -2.507], [2.086, -2.425, -1.517], [1.642, -1.964, 0.029]], "nbo_charge": [-0.6309, -0.0452, -0.8483, -0.4093, -0.4127, -0.2149, -0.8475, 0.2268, 0.1977, 0.2180, 0.1747, 0.3543, 0.3655, 0.2007, 0.1894, 0.2021, 0.2007, 0.1705, 0.1915, 0.3605, 0.3563]}

Record 3
{"formula": "C8H7NO3S2", "method": "wB97M-V/def2-TZVPD", "charge": 0, "homo_lumo_gap_ev": [8.0, 6.0], "energy_ha": -1385.7475, "homo_energy_ha": [-0.3652, -0.3211], "relative_energy_kcal_mol": 49.3, "lumo_ev": [-1.99, -2.74], "symbols": ["C", "C", "C", "C", "C", "C", "C", "C", "N", "O", "O", "O", "S", "S", "H", "H", "H", "H", "H", "H", "H"], "xyz": [[-2.836, -0.732, -0.760], [-2.948, 0.536, -0.278], [-1.666, -1.421, -0.652], [-1.890, 0.978, 0.443], [-0.554, -0.926, -0.057], [-0.599, 0.355, 0.454], [0.614, -1.915, -0.046], [0.583, 0.961, 0.807], [3.452, 0.942, 0.562], [0.712, -2.711, -0.931], [1.976, -0.127, -1.185], [1.879, 2.292, -0.850], [1.590, -1.769, 1.433], [1.966, 0.971, -0.278], [-3.713, -1.156, -1.029], [-3.868, 1.049, -0.189], [-1.579, -2.393, -0.912], [-1.898, 2.042, 0.841], [0.735, 1.473, 1.829], [4.189, 1.514, 0.237], [3.857, 0.037, 0.561]], "nbo_charge": [-0.1530, -0.2100, -0.1693, -0.1341, -0.0849, -0.1559, 0.3905, -0.3478, -1.0616, -0.5253, -0.9184, -0.9241, 0.0878, 2.2566, 0.2106, 0.2245, 0.2266, 0.2150, 0.2688, 0.4078, 0.3965]}

Record 4
{"formula": "C3H9N2", "method": "wB97M-V/def2-TZVPD", "charge": 1, "homo_lumo_gap_ev": 8.7, "energy_ha": -228.8790, "homo_energy_ha": -0.4961, "relative_energy_kcal_mol": 67.7, "lumo_ev": -4.80, "symbols": ["C", "C", "C", "N", "N", "H", "H", "H", "H", "H", "H", "H", "H", "H"], "xyz": [[-2.691, -1.015, -1.764], [1.113, -0.247, -0.342], [1.809, 1.170, 1.520], [-1.816, -0.606, -0.959], [1.213, 0.060, 0.892], [-2.453, -1.068, -2.883], [-3.722, -1.104, -1.419], [0.698, -1.245, -0.616], [2.362, 1.801, 0.932], [1.006, 1.832, 2.055], [2.425, 0.680, 2.211], [-2.146, -0.185, -0.043], [0.830, -0.480, 1.562], [1.374, 0.408, -1.144]], "nbo_charge": [0.0054, 0.1502, -0.4300, -0.6959, -0.3800, 0.1925, 0.1706, 0.2581, 0.2388, 0.2496, 0.2374, 0.3531, 0.4177, 0.2324]}

Record 5
{"formula": "C4H9NO2", "method": "wB97M-V/def2-TZVPD", "charge": 0, "homo_lumo_gap_ev": 10.7, "energy_ha": -363.0485, "homo_energy_ha": -0.3656, "relative_energy_kcal_mol": 23.3, "smiles": "C[C@@H](CO)NC=O", "lumo_ev": 0.76, "symbols": ["C", "C", "C", "O", "N", "C", "O", "H", "H", "H", "H", "H", "H", "H", "H", "H"], "xyz": [[-1.220, 1.341, -0.481], [-0.275, 0.495, 0.377], [-0.781, -0.948, 0.458], [-0.189, -1.685, 1.507], [1.101, 0.554, -0.140], [1.873, -0.457, -0.615], [1.519, -1.589, -0.903], [-0.818, 2.339, -0.673], [-2.180, 1.484, 0.026], [-1.395, 0.859, -1.450], [-0.233, 0.900, 1.399], [-1.877, -0.932, 0.579], [-0.559, -1.433, -0.494], [0.503, -2.220, 1.095], [1.601, 1.414, 0.034], [2.930, -0.123, -0.719]], "nbo_charge": [-0.6146, -0.0727, -0.0845, -0.7250, -0.6078, 0.5339, -0.6430, 0.2107, 0.2169, 0.2145, 0.2001, 0.1729, 0.2093, 0.4845, 0.3930, 0.1119]}

Record 6
{"formula": "C2H7N3O", "method": "wB97M-V/def2-TZVPD", "charge": 0, "homo_lumo_gap_ev": 9.3, "energy_ha": -319.7652, "homo_energy_ha": -0.3082, "relative_energy_kcal_mol": 115.8, "smiles": "CN/N=C\\NO", "lumo_ev": 0.92, "symbols": ["C", "N", "N", "C", "N", "O", "H", "H", "H", "H", "H", "H", "H"], "xyz": [[0.465, 1.404, -0.818], [-0.517, 0.319, -0.998], [0.327, -0.926, -0.818], [0.222, -1.500, 0.298], [-0.411, -1.155, 1.433], [-1.005, 0.037, 1.547], [1.411, 1.423, -1.480], [0.989, 1.253, 0.221], [-0.085, 2.508, -0.776], [-0.775, 0.333, -1.940], [0.685, -2.435, 0.286], [-0.183, -1.536, 2.403], [-1.124, 0.275, 0.643]], "nbo_charge": [-0.4560, -0.5394, -0.3959, 0.2124, -0.3153, -0.5614, 0.1995, 0.2054, 0.2028, 0.3677, 0.1965, 0.3971, 0.4866]}

Q: charge of number 3 (C8H7NO3S2)?
A: 0

Please write out number 5 again, unchanged.
{"formula": "C4H9NO2", "method": "wB97M-V/def2-TZVPD", "charge": 0, "homo_lumo_gap_ev": 10.7, "energy_ha": -363.0485, "homo_energy_ha": -0.3656, "relative_energy_kcal_mol": 23.3, "smiles": "C[C@@H](CO)NC=O", "lumo_ev": 0.76, "symbols": ["C", "C", "C", "O", "N", "C", "O", "H", "H", "H", "H", "H", "H", "H", "H", "H"], "xyz": [[-1.220, 1.341, -0.481], [-0.275, 0.495, 0.377], [-0.781, -0.948, 0.458], [-0.189, -1.685, 1.507], [1.101, 0.554, -0.140], [1.873, -0.457, -0.615], [1.519, -1.589, -0.903], [-0.818, 2.339, -0.673], [-2.180, 1.484, 0.026], [-1.395, 0.859, -1.450], [-0.233, 0.900, 1.399], [-1.877, -0.932, 0.579], [-0.559, -1.433, -0.494], [0.503, -2.220, 1.095], [1.601, 1.414, 0.034], [2.930, -0.123, -0.719]], "nbo_charge": [-0.6146, -0.0727, -0.0845, -0.7250, -0.6078, 0.5339, -0.6430, 0.2107, 0.2169, 0.2145, 0.2001, 0.1729, 0.2093, 0.4845, 0.3930, 0.1119]}

Q: What is the formula in the fifth record?
A: C4H9NO2